[1]
Here is an isolated molecule of C5H11N3O2S2 at a distorted geometry from OMol25. Energies are from wB97M-V/def2-TZVPD.

Each line ends with the natural charge from an NBO analysis.
CARTESIAN COORDINATES (ANGSTROEM)
C  0.0965  -1.4038  0.1663  0.410
C  0.9148  -1.5610  1.5288  -0.576
C  0.9869  0.7216  0.2568  0.357
C  0.2572  -2.5576  -0.8528  -0.621
C  0.8376  2.7161  -1.2030  -0.421
N  0.3660  -0.1328  -0.4153  -0.613
N  -2.3107  0.7337  -0.3984  -1.066
N  1.3512  1.9351  -0.1273  -0.601
O  -1.2366  -1.3758  0.6137  -0.727
O  -2.9247  -0.1817  1.9311  -0.937
S  1.4241  0.1339  1.9070  0.175
S  -1.7826  0.1460  1.1256  1.644
H  0.3182  -1.9096  2.4273  0.246
H  1.6300  -2.3351  1.3801  0.219
H  1.3496  -2.4779  -1.2939  0.213
H  -0.2454  -2.1911  -1.7215  0.243
H  0.0362  -3.4243  -0.3383  0.223
H  1.7726  3.2718  -1.6087  0.221
H  0.2299  2.0333  -1.7592  0.229
H  0.0491  3.4434  -0.9053  0.191
H  -1.6709  1.3827  -0.7745  0.397
H  -3.2412  0.5682  -0.5805  0.401
H  1.7922  2.4647  0.6420  0.394

For the total energy, the calculation gives -35597.0946 eV. Its net charge is 0. The calculation puts the HOMO energy at -8.91 eV. The calculation puts the energy above the lowest of the compared OMol25 structures with the same formula, charge and spin at 1.605 eV. The calculation puts the LUMO energy at 0.45 eV. As for the molar mass: 209.30 g/mol. The multiplicity is 1.


[2]
Here is a structure of composition C32H50N7OP2W at a distorted geometry from OMol25. Energies are from wB97M-V/def2-TZVPD.

Each line ends with the Löwdin spin population.
CARTESIAN COORDINATES (ANGSTROEM)
C  1.7772  -1.7560  -1.8458  0.037
C  1.8791  0.4529  -2.7239  0.021
C  2.7209  -2.1849  -2.7613  0.137
C  2.6121  -0.0460  -3.8316  0.141
C  3.0844  -1.3431  -3.8185  0.011
H  3.1484  -3.1749  -2.6153  0.006
H  2.8769  0.6669  -4.6177  0.004
H  3.7430  -1.7127  -4.5983  -0.002
N  1.3006  -0.4841  -1.8436  0.115
P  -0.3392  -2.3578  -0.0555  0.015
P  1.1316  2.3801  -0.8684  0.059
C  1.3471  -2.6938  -0.7227  0.001
H  1.3893  -3.7460  -1.0645  0.000
H  2.0648  -2.6077  0.1180  0.001
C  1.8383  1.8281  -2.4192  0.423
H  2.3153  2.5037  -3.1329  0.013
C  -0.2694  3.6858  -1.0652  0.029
C  2.7628  3.2086  -0.2855  0.022
C  -1.5067  -3.3113  -1.2023  0.004
C  -0.2763  -3.2315  1.6233  0.002
C  -1.5642  3.1319  -0.4534  0.007
H  -1.4408  2.8877  0.6105  0.001
H  -2.3452  3.9046  -0.5237  0.001
H  -1.9342  2.2400  -0.9714  0.002
C  0.0461  4.9784  -0.2927  0.003
H  0.1375  4.7889  0.7854  0.000
H  0.9479  5.4844  -0.6506  0.000
H  -0.7941  5.6786  -0.4251  0.002
C  -0.4839  3.9681  -2.5542  0.008
H  -1.2966  4.7049  -2.6520  0.001
H  0.4071  4.3943  -3.0327  0.001
H  -0.7840  3.0640  -3.0996  0.004
C  2.6527  3.6240  1.1837  0.005
H  2.3753  2.7791  1.8243  0.000
H  3.6380  3.9859  1.5090  0.002
H  1.9365  4.4321  1.3483  0.000
C  3.9034  2.1859  -0.4196  0.012
H  3.7179  1.2819  0.1669  0.000
H  4.0576  1.8986  -1.4681  0.006
H  4.8243  2.6548  -0.0413  0.001
C  3.0902  4.4126  -1.2061  0.001
H  2.4660  4.4809  -2.1087  0.000
H  3.0261  5.3627  -0.6598  0.000
H  4.1316  4.3316  -1.5537  0.000
C  -1.7133  -3.3209  2.1537  0.001
H  -1.6922  -3.5893  3.2221  0.000
H  -2.2125  -2.3481  2.0691  0.000
H  -2.3227  -4.0751  1.6410  0.000
C  0.5400  -2.3899  2.6108  0.000
H  1.5850  -2.2677  2.3041  0.000
H  0.0993  -1.3989  2.7679  0.000
H  0.5384  -2.9152  3.5802  0.000
C  0.3832  -4.6222  1.5571  0.000
H  0.4990  -4.9909  2.5877  0.000
H  -0.2128  -5.3613  1.0151  0.000
H  1.3834  -4.5767  1.1084  0.000
C  -1.1639  -2.9213  -2.6457  0.001
H  -1.8722  -3.4275  -3.3197  0.000
H  -1.2757  -1.8472  -2.8119  0.000
H  -0.1439  -3.2171  -2.9270  0.001
C  -2.9570  -2.9140  -0.8862  0.002
H  -3.1324  -1.8461  -1.0257  0.002
H  -3.6161  -3.4496  -1.5867  0.000
H  -3.2601  -3.1768  0.1332  0.000
C  -1.3918  -4.8393  -1.0686  0.002
H  -0.3639  -5.2044  -1.1898  0.000
H  -1.8173  -5.2138  -0.1291  0.000
H  -1.9901  -5.2847  -1.8790  0.000
W  -0.1643  0.0811  -0.3570  0.718
C  1.3924  0.1523  0.8771  0.026
O  2.3161  0.1358  1.6299  0.035
N  -1.9931  0.0280  -1.4682  -0.004
C  -2.8330  0.0443  -2.3476  0.069
C  -3.1051  0.4410  -3.7064  0.007
C  -4.4043  0.5127  -4.2550  0.002
C  -1.9775  0.7471  -4.5080  0.003
C  -4.5596  0.8667  -5.5975  0.000
H  -5.2650  0.3013  -3.6101  0.000
C  -2.1507  1.0938  -5.8470  0.000
H  -0.9708  0.7320  -4.0703  0.000
C  -3.4419  1.1553  -6.3863  0.000
H  -5.5537  0.9365  -6.0312  0.000
H  -1.2736  1.3339  -6.4486  0.000
H  -3.5693  1.4533  -7.4259  0.000
N  -3.9814  0.2682  3.4713  0.003
N  -2.6858  0.2839  2.9785  0.006
N  -1.8537  1.2578  3.4272  0.000
C  -0.9082  1.2586  2.5003  0.008
N  -1.1741  0.4082  1.4730  0.013
N  -2.3754  -0.1982  1.7655  0.011
H  -4.3802  -0.6565  3.3491  0.000
H  -3.9544  0.5710  4.4384  0.000
H  -0.0556  1.9369  2.5386  0.001

For the total energy, the calculation gives -66848.6431 eV. Its net charge is +3. The calculation puts the HOMO energy (spin up / spin down) at -16.29 / -16.47 eV. The calculation puts the energy above the lowest of the compared OMol25 structures with the same formula, charge and spin at 1.258 eV. The calculation puts the LUMO energy (spin up / spin down) at -10.53 / -10.56 eV. Its expectation value of S² is 2.08. As for the molar mass: 794.59 g/mol. The multiplicity is 3.


[3]
Here is a cluster of 3 separate species, C3H11NO3 in total at a distorted geometry from OMol25. Energies are from wB97M-V/def2-TZVPD.

Each line ends with the Löwdin spin population.
CARTESIAN COORDINATES (ANGSTROEM)
O  0.1686  -2.2471  2.8023  0.250
C  0.0848  -1.6441  1.6898  0.318
C  0.2316  -2.4620  0.4480  0.087
C  1.6955  -2.9651  0.2390  0.071
N  -0.2664  -1.6936  -0.7604  0.027
H  -0.2014  -0.5980  1.5191  0.044
H  -0.4606  -3.3210  0.4061  0.018
H  1.8304  -3.8314  -0.4159  0.014
H  2.2088  -2.0969  -0.1746  0.023
H  2.0417  -3.1716  1.2536  0.003
H  0.4292  -0.9904  -1.0059  0.019
H  -0.2637  -2.3732  -1.5199  0.004
H  -0.5287  3.4044  -0.1907  0.014
H  0.3492  2.2516  -0.4939  0.020
O  -0.0185  2.6938  0.2673  0.055
H  -2.8726  6.2672  -1.9904  0.004
H  -2.2147  6.1190  -0.6410  0.006
O  -2.2131  6.6585  -1.4324  0.023

For the total energy, the calculation gives -10920.2645 eV. Its net charge is -1. The calculation puts the HOMO energy (spin up / spin down) at 0.52 / -3.93 eV. The calculation puts the energy above the lowest of the compared OMol25 structures with the same formula, charge and spin at 1.190 eV. The calculation puts the LUMO energy (spin up / spin down) at 2.65 / 2.51 eV. Its expectation value of S² is 0.75. As for the molar mass: 109.12 g/mol. The multiplicity is 2.


[4]
Here is a cluster of 2 separate species, C6H16 in total at a distorted geometry from OMol25. Energies are from wB97M-V/def2-TZVPD.

Each line ends with the natural charge from an NBO analysis.
CARTESIAN COORDINATES (ANGSTROEM)
C  0.0561  1.6451  0.7551  -0.394
C  -1.4190  1.2541  0.6924  -0.612
C  0.3904  1.9956  2.1869  -0.613
H  0.1529  2.5489  0.0867  0.192
H  0.7391  0.8718  0.3618  0.199
H  -2.1132  2.0766  0.8752  0.209
H  -1.5937  0.7545  -0.2477  0.202
H  1.3152  2.6229  2.1882  0.207
H  0.5981  1.0783  2.7370  0.202
H  -1.7712  0.5599  1.4659  0.199
H  -0.4032  2.3989  2.8211  0.208
C  0.3995  -1.6118  -1.8177  -0.399
C  -0.7736  -2.2501  -1.1225  -0.617
C  1.5473  -1.0986  -0.9161  -0.607
H  0.8801  -2.2172  -2.6213  0.195
H  0.0433  -0.7669  -2.4859  0.189
H  -1.5156  -2.5990  -1.8616  0.214
H  2.4627  -0.7900  -1.4147  0.217
H  1.1531  -0.1081  -0.5441  0.189
H  1.5953  -1.7577  -0.0587  0.206
H  -0.4789  -3.1578  -0.5453  0.206
H  -1.2647  -1.4494  -0.5348  0.208

For the total energy, the calculation gives -6480.5482 eV. Its net charge is 0. The calculation puts the HOMO energy at -10.46 eV. The calculation puts the energy above the lowest of the compared OMol25 structures with the same formula, charge and spin at 1.110 eV. The calculation puts the LUMO energy at 1.16 eV. As for the molar mass: 88.19 g/mol. As for the structure (SMILES): CCC.CCC. The multiplicity is 1.


[5]
Here is an isolated molecule of C5H8FNO at a distorted geometry from OMol25. Energies are from wB97M-V/def2-TZVPD.

Each line ends with the natural charge from an NBO analysis.
CARTESIAN COORDINATES (ANGSTROEM)
C  -2.2473  -0.3465  -0.6630  -0.638
C  -0.9429  -0.0769  0.0007  0.333
C  -0.3401  1.2909  -0.2376  -0.244
C  1.4804  -0.1950  -0.0958  0.677
C  0.2173  -1.0413  -0.2964  -0.539
H  -2.5785  -1.4119  -0.4632  0.233
H  -2.1220  -0.2920  -1.7958  0.218
H  -3.0133  0.4170  -0.4493  0.230
H  -0.5478  1.6919  -1.2581  0.193
H  -0.7094  2.0622  0.4625  0.220
H  1.7426  1.8873  0.0565  0.416
H  0.1834  -1.9444  0.3110  0.257
H  0.1182  -1.4593  -1.3346  0.239
N  1.1009  1.1052  -0.0751  -0.613
O  2.6071  -0.6244  0.0248  -0.601
F  -1.1823  -0.1644  1.3945  -0.381

For the total energy, the calculation gives -11570.4201 eV. Its net charge is 0. The calculation puts the HOMO energy at -9.76 eV. The calculation puts the energy above the lowest of the compared OMol25 structures with the same formula, charge and spin at 0.000 eV. The calculation puts the LUMO energy at 0.72 eV. As for the molar mass: 117.12 g/mol. As for the structure (SMILES): C[C@]1(F)CNC(=O)C1. The multiplicity is 1.